--- a ---
Below is a 29-piece molecular cluster, H58O29 overall, with properties calculated with ωB97M-V/def2-TZVPD.

Calculated values
HOMO-LUMO gap = 10.922 eV

Positions of all 87 atoms, in Å:
H  5.2476  -18.1489  -1.7939
O  5.9031  -14.8525  -3.6200
O  2.2151  -10.6082  -1.1519
O  8.3889  -16.0849  -2.0837
O  3.1765  -17.3633  4.7301
O  4.7586  -15.9792  -5.8785
H  6.6302  -15.1001  -3.0871
O  2.2504  -14.5964  4.0181
H  2.0717  -14.8325  3.0935
H  9.6555  -15.7364  2.1925
H  1.5646  -14.0164  4.3545
H  8.9830  -16.1087  -1.3327
O  8.7183  -14.7748  0.9103
H  4.1193  -19.1858  -3.2261
H  6.2799  -16.9140  0.1462
H  0.4449  -14.5319  -3.0138
H  1.3935  -18.4687  -1.0891
H  3.9385  -17.6191  5.3010
H  3.0001  -10.2311  -1.6248
H  0.6970  -14.9867  -1.5359
H  3.2549  -17.2949  1.5599
H  5.1633  -15.4078  -5.2124
H  1.4656  -13.6637  0.6675
H  -0.8220  -11.2908  -1.8131
O  4.2910  -13.7204  1.3078
H  2.0576  -15.6326  -4.6178
O  0.8996  -14.2938  -2.1801
O  7.0638  -16.4959  3.7993
H  0.3805  -19.1442  0.8905
O  8.1877  -19.0779  1.5136
H  4.7136  -16.8246  -1.2422
O  5.5370  -14.1412  3.9143
O  -0.1508  -11.5291  -2.4964
H  -0.7492  -19.8905  0.1312
H  3.1488  -13.6975  -2.5273
H  5.7173  -19.6129  4.0009
O  3.9647  -22.4553  -1.1015
H  5.7342  -16.5491  1.6376
H  -0.1011  -12.5044  -2.4767
O  5.4346  -20.0515  0.8682
O  3.9539  -13.1881  -2.3416
O  10.0035  -16.5187  2.6060
H  1.4721  -10.6967  -1.7820
O  4.1943  -19.8622  -2.4523
H  6.1420  -14.8948  3.7119
H  8.0158  -15.4275  0.6880
H  4.5889  -17.3410  -4.8844
H  3.6357  -22.8225  -0.2384
H  5.2503  -15.7195  -6.7052
H  3.8907  -16.8417  2.8489
H  4.8115  -13.7024  2.1308
H  3.6984  -12.4479  -1.7207
O  5.5427  -17.4418  -1.1551
O  6.5789  -16.7697  1.0972
O  1.0956  -15.3799  -4.6336
O  3.8810  -16.5810  1.8989
H  8.4594  -13.9466  0.5279
H  4.6640  -14.4707  4.1427
H  4.2823  -20.7662  -2.8511
H  4.8973  -13.4505  0.6324
H  6.7256  -17.4371  3.9318
H  0.3914  -17.8423  2.6989
H  5.3625  -19.2926  0.2319
H  2.7832  -16.6543  -1.4938
H  4.3004  -16.9107  -3.4413
H  3.3047  -15.3706  -0.8822
H  7.9696  -16.9446  -2.0501
H  5.3167  -14.5028  -3.0251
O  4.3575  -17.6915  -4.0071
H  2.6681  -14.4578  0.8867
H  7.7643  -16.6955  3.2010
H  2.7820  -19.0527  -1.6556
H  4.2944  -21.5742  -0.9056
H  10.5662  -16.0786  3.2078
H  9.0695  -18.8853  1.7475
O  3.4503  -15.9247  -1.6840
H  0.7585  -15.4305  -5.5227
H  1.7596  -18.2511  3.3443
O  1.7605  -14.5654  0.7221
O  -0.1867  -19.0974  0.1565
O  2.3066  -18.3058  -1.2578
H  2.9132  -16.4307  4.8860
O  1.2118  -18.3079  2.5140
O  5.0730  -18.9738  3.6588
H  4.8114  -19.2490  2.7437
H  7.7000  -18.2472  1.2647
H  6.3848  -20.3033  0.9911

These are the Mulliken partial charges, in e, on atoms 1 to 4: atom 1 (H): 0.1846, atom 2 (O): -0.5768, atom 3 (O): -0.6708, atom 4 (O): -0.6703

---

--- b ---
Below is a 29-piece molecular cluster, H58O29 overall, with properties calculated with ωB97M-V/def2-TZVPD.

Calculated values
HOMO-LUMO gap = 10.742 eV

Positions of all 87 atoms, in Å:
O  0.9733  4.0020  0.9204
H  -1.7475  4.5104  -4.8268
H  2.7294  -3.6248  1.5244
O  3.6320  -3.4296  1.1138
H  -4.0054  3.9140  3.6137
H  3.0974  -1.2168  5.2166
H  2.6634  -4.0770  -2.1899
H  3.8403  1.9045  2.4863
H  -0.7532  -3.6814  -3.6894
H  2.3130  -2.9734  -4.9833
H  -2.7788  3.5907  0.0204
H  -2.9217  -2.9681  -1.6641
H  -3.0313  -1.7287  1.2800
H  -1.7088  0.3142  4.8207
H  -0.3490  3.7226  -0.0438
O  2.5502  -0.6775  -2.1469
O  3.6100  1.0203  2.7629
H  0.9315  4.8586  1.3442
H  1.5934  3.0485  -2.7516
H  4.2112  -3.6239  1.8516
H  2.5460  0.2364  -2.4254
H  -0.0942  0.5224  -3.9276
H  2.8719  3.4533  0.1690
O  -0.1155  -3.3144  -0.5792
H  -1.6998  1.5157  -0.8651
O  -1.5627  4.4292  -3.8714
O  -4.7384  1.1836  0.6106
H  -1.5463  0.7323  -4.4474
O  2.0076  -2.8914  -4.0829
H  -4.5106  0.3959  1.1272
H  -1.3355  0.1208  -1.3556
O  -0.6151  1.0213  -4.5196
O  -0.0801  -0.7897  -2.3900
H  -4.2002  0.8643  -0.1765
H  3.0604  -4.0528  -0.7398
H  -2.7263  -0.2762  0.7045
H  0.5885  2.0758  -2.0629
H  -1.9078  -3.6155  -0.7685
H  -0.2873  -0.1971  0.7517
H  -4.1875  3.3797  0.4913
O  -3.1185  3.7082  3.2963
H  -1.1124  4.0203  -1.4696
H  -0.1283  -1.2240  1.9451
H  -0.4268  -1.5919  4.2876
H  -2.3552  -0.6058  5.8472
H  1.5272  1.4987  3.2047
O  1.1665  -4.0435  2.0381
H  2.9705  -0.7918  -1.2758
H  -0.6772  -0.1406  -7.0409
H  -2.2556  0.7574  2.5982
O  -0.8494  -1.1069  -6.9259
O  2.4767  -0.6741  4.6846
O  -1.9712  0.5993  -0.8000
O  0.8238  2.1430  2.9824
O  -0.9095  3.3466  -0.8261
H  0.8773  3.3020  1.6285
H  -1.9180  -3.2609  -4.3994
O  -1.5614  -0.5292  5.3700
O  2.8199  -0.5876  0.7360
H  -0.4598  -1.1036  -6.0135
H  3.7432  2.2510  -0.1581
O  0.0745  -1.0484  1.0417
O  0.2018  -1.7254  3.6249
H  0.0360  -2.6016  0.0129
H  -0.9640  3.6558  -3.9072
O  -2.7622  -3.2198  -0.7528
O  -1.9556  1.2867  3.3473
H  0.6912  -3.5246  2.7121
O  2.3202  -4.2242  -1.2863
H  1.7075  -1.9973  -3.8801
H  0.7881  -1.0447  -2.0644
O  1.5101  2.2131  -2.2851
H  3.4150  -1.3040  0.8096
O  -1.5082  -3.1025  -3.5669
H  0.4958  -4.2635  1.3517
H  0.7255  -3.7167  -0.8189
O  -3.5043  4.0363  0.4611
H  3.2340  0.5195  1.9330
O  3.7881  3.1218  0.2835
O  -3.0908  -0.7910  1.4208
H  -2.3067  2.2258  3.1859
H  0.0182  1.6686  3.2849
H  -3.2135  3.9312  2.3567
H  1.9175  -0.8828  0.8841
H  3.0440  -0.0620  4.1439
H  -0.5829  -1.6157  -2.2982
H  0.9421  -1.1791  3.9948

These are the Mulliken partial charges, in e, on atoms 1 to 4: atom 1 (O): -0.6760, atom 2 (H): 0.3004, atom 3 (H): 0.4237, atom 4 (O): -0.7655

---

Which one is most stable, and which one is least stable? b is the most stable of them, while a is the least stable.

---

--- a ---
Below is a 2-piece molecular cluster, CH8NS overall, with properties calculated with ωB97M-V/def2-TZVPD.

Calculated values
HOMO-LUMO gap = 8.106 eV
Net charge = +1

Positions of all 11 atoms, in Å:
H  0.2198  1.8606  0.9886
H  -0.2105  0.9762  2.3556
C  0.8862  -1.0432  -1.2267
H  1.0562  -1.8476  -0.5290
H  -1.0010  2.3308  2.0054
N  -0.5581  1.5130  1.5740
S  -0.9157  -1.1073  -1.6748
H  1.4458  -1.0702  -2.1502
H  -1.1606  0.9892  0.9189
H  -0.8924  -2.4392  -1.6376
H  1.1304  -0.1624  -0.6242

These are the natural (NBO) partial charges, in e, on atoms 1 to 4: atom 1 (H): 0.4601, atom 2 (H): 0.4599, atom 3 (C): -0.7041, atom 4 (H): 0.2294

---

--- b ---
Below is a 2-piece molecular cluster, CH8NS overall, with properties calculated with ωB97M-V/def2-TZVPD.

Calculated values
HOMO-LUMO gap = 9.288 eV
Net charge = +1

Positions of all 11 atoms, in Å:
S  0.6327  1.0860  0.1143
H  1.7239  1.2057  1.0019
H  -0.1303  -0.8056  -0.9078
H  0.2707  -2.4890  -1.2124
H  -1.4203  0.6473  1.2610
H  0.9657  -1.1962  -2.2073
H  -0.7692  -1.5799  -2.0776
H  -0.1140  1.0564  2.5881
H  -0.6495  2.3587  1.5257
C  -0.5808  1.2944  1.5357
N  0.0711  -1.5778  -1.6217

These are the natural (NBO) partial charges, in e, on atoms 1 to 4: atom 1 (S): -0.1606, atom 2 (H): 0.1947, atom 3 (H): 0.4598, atom 4 (H): 0.4555

---

Which one is most stable, and which one is least stable? a is the most stable of them, while b is the least stable.

---

--- a ---
Below is one molecule with the formula CH2OS2, with properties calculated with ωB97M-V/def2-TZVPD.

Calculated values
HOMO-LUMO gap (alpha / beta) = 8.243 / 6.620 eV

Positions of all 6 atoms, in Å:
S  -1.3549  -0.6477  -0.0014
S  2.1171  -0.9749  0.0009
H  0.5801  0.6303  0.8877
C  0.5440  0.0066  -0.0020
O  -2.4609  0.3547  0.0027
H  0.5745  0.6310  -0.8880

These are the natural (NBO) partial charges, in e, on atoms 1 to 4: atom 1 (S): 0.8819, atom 2 (S): 0.1759, atom 3 (H): 0.2414, atom 4 (C): -0.7870

---

--- b ---
Below is one molecule with the formula CH2OS2, with properties calculated with ωB97M-V/def2-TZVPD.

Calculated values
HOMO-LUMO gap = 9.036 eV
SMILES string = OC(=S)S

Positions of all 6 atoms, in Å:
H  1.2531  -1.9173  0.3725
O  0.0800  1.4796  -0.0608
S  -1.6773  -0.6418  -0.1005
H  -0.8815  1.5544  -0.2089
C  -0.2420  0.1066  0.1204
S  1.4677  -0.5815  -0.1228

These are the natural (NBO) partial charges, in e, on atoms 1 to 4: atom 1 (H): 0.1540, atom 2 (O): -0.6580, atom 3 (S): -0.0086, atom 4 (H): 0.4978

---

Which one is most stable, and which one is least stable? b is the most stable of them, while a is the least stable.

---

--- a ---
Below is one molecule with the formula CH2OS2, with properties calculated with ωB97M-V/def2-TZVPD.

Calculated values
HOMO-LUMO gap = 8.390 eV

Positions of all 6 atoms, in Å:
S  -1.8921  0.1671  0.2972
S  -0.2983  1.7362  0.3101
H  0.4439  -0.4767  -0.4996
O  -3.0594  -0.2028  -0.4091
C  -0.2505  0.3759  -0.6596
H  -0.1574  0.6620  -1.7765

These are the natural (NBO) partial charges, in e, on atoms 1 to 4: atom 1 (S): 1.1684, atom 2 (S): 0.0229, atom 3 (H): 0.2215, atom 4 (O): -0.8535

---

--- b ---
Below is CH2OS2 as an isolated structure, with properties calculated with ωB97M-V/def2-TZVPD.

Calculated values
HOMO-LUMO gap = 10.192 eV

Positions of all 6 atoms, in Å:
S  1.2884  0.6698  0.4948
C  0.0594  -0.4597  -0.0086
H  1.7690  -0.0553  1.7246
H  -1.7641  -0.7916  -0.6930
S  -1.2326  0.3697  -0.7246
O  -0.1566  -1.6283  0.3373

These are the natural (NBO) partial charges, in e, on atoms 1 to 4: atom 1 (S): 0.0021, atom 2 (C): 0.1578, atom 3 (H): 0.1874, atom 4 (H): 0.1507

---

Which one is most stable, and which one is least stable? b is the most stable of them, while a is the least stable.